1.
Formula: C33H60Cl40GaN2O2S
Source: the OMol25 dataset
Level of theory: wB97M-V/def2-TZVPD

Last column: Mulliken charge in e.
Element x y z (Å)
C: -5.62991 -4.95778 -0.40850  -0.602
C: -4.24292 -4.48188 0.08486  0.034
Ga: -3.71024 -2.73312 -0.83987  -0.511
S: -1.38614 -2.67081 -0.70440  -0.363
C: -4.66870 -1.24136 0.15660  -0.454
C: -4.47748 0.21484 -0.35109  -0.867
C: -3.01509 0.69235 -0.46603  -0.401
N: -2.68464 0.94027 -1.87965  -0.353
C: -1.25955 0.77731 -2.16036  -0.419
C: -1.10162 0.49144 -3.64041  -0.119
C: -1.54069 -0.70319 -4.14855  0.381
C: -1.47848 -1.05620 -5.46210  -0.570
C: -0.94340 -0.13653 -6.35131  -0.167
C: -0.48432 1.04353 -5.85181  -0.800
C: -0.54525 1.38059 -4.52970  0.303
O: -0.06834 2.58958 -4.05760  -0.597
O: -4.24385 -2.94407 -2.68467  -0.102
C: -4.95853 -1.99606 -3.12410  0.730
N: -5.49221 -1.03395 -3.64007  -0.811
H: -6.38103 -4.22953 -0.10130  0.225
H: -5.83975 -5.95532 -0.00781  0.384
H: -5.57992 -5.00793 -1.49835  -0.193
H: -4.16602 -4.37407 1.17139  0.426
H: -3.50339 -5.22914 -0.22074  -0.368
H: -1.21624 -2.26983 0.57457  0.035
H: -5.74497 -1.45853 0.05490  0.220
H: -4.47998 -1.26715 1.23478  0.568
H: -5.02239 0.40901 -1.27678  0.382
H: -4.95596 0.86970 0.39394  0.382
H: -2.96597 1.67156 0.03083  0.295
H: -2.29703 0.04864 0.05467  0.171
H: -3.21015 0.27043 -2.43330  0.132
H: -0.74661 1.73036 -1.98464  0.478
H: -0.76611 0.01472 -1.54622  0.195
H: -1.96884 -1.41466 -3.44763  0.058
H: -1.87122 -2.00626 -5.78574  0.568
H: -0.91366 -0.37141 -7.41530  0.023
H: -0.06053 1.77696 -6.53129  0.385
H: 0.85071 2.46046 -3.80308  0.305
C: -5.34930 7.71965 1.60830  -0.093
Cl: -5.39974 7.70902 -0.15830  -0.154
Cl: -5.95076 6.20371 2.28788  -0.152
H: -4.32202 7.86138 1.92581  0.120
H: -5.96711 8.53329 1.96981  0.271
C: -5.10533 -5.64399 -4.21135  0.341
Cl: -5.20651 -5.80283 -5.97670  -0.204
Cl: -4.88693 -7.21713 -3.43845  -0.107
H: -4.26355 -5.00827 -3.96167  -0.143
H: -6.02491 -5.19969 -3.84821  0.132
C: 0.15783 8.08804 0.35497  0.133
Cl: -1.59464 7.89320 0.25916  -0.128
Cl: 0.95784 7.58056 -1.13220  -0.065
H: 0.37804 9.13383 0.54013  0.335
H: 0.54794 7.48004 1.16168  -0.230
C: -3.07894 -3.31006 -8.73392  0.019
Cl: -1.57769 -2.38214 -8.76942  -0.138
Cl: -3.34258 -4.18942 -10.24808  -0.193
H: -3.02609 -4.02287 -7.92090  0.029
H: -3.90646 -2.62806 -8.57726  0.291
C: 1.50012 3.87090 2.64206  0.265
Cl: 0.78391 5.48841 2.51718  -0.137
Cl: 0.27168 2.64054 2.95674  -0.169
H: 1.99591 3.63933 1.70563  0.281
H: 2.21356 3.86313 3.45121  -0.277
C: -8.58284 -1.37209 -2.23111  -0.182
Cl: -8.11708 -3.06357 -2.04292  -0.128
Cl: -10.32206 -1.20012 -2.53875  -0.209
H: -8.33583 -0.84076 -1.32002  0.215
H: -8.03370 -0.95224 -3.06694  0.270
C: 2.46505 5.79293 6.09195  -0.406
Cl: 3.35257 5.82349 4.55372  -0.102
Cl: 0.73693 6.07086 5.86527  -0.072
H: 2.60409 4.82211 6.55391  0.216
H: 2.86119 6.57067 6.73421  0.377
C: -2.93557 -9.55754 -0.78419  -0.430
Cl: -4.64921 -9.75276 -1.18003  -0.161
Cl: -2.51363 -7.85506 -0.62045  0.000
H: -2.73458 -10.06859 0.15027  0.299
H: -2.33826 -9.98824 -1.57976  0.295
C: 1.71237 -5.11634 1.20438  -0.472
Cl: 1.63509 -3.42885 0.68935  0.067
Cl: 0.69080 -6.14733 0.20275  -0.103
H: 2.73970 -5.44977 1.12196  0.155
H: 1.37909 -5.19226 2.23362  0.378
C: 4.69973 8.30814 0.31270  -0.024
Cl: 3.13038 8.94805 0.78659  -0.102
Cl: 5.33624 7.21172 1.55269  -0.137
H: 4.58932 7.76059 -0.61037  -0.064
H: 5.39400 9.12943 0.17860  0.326
C: 3.10522 9.11633 -4.27691  -0.309
Cl: 1.57341 9.67603 -3.59995  -0.123
Cl: 3.95075 7.99505 -3.21093  -0.117
H: 2.90130 8.60624 -5.21119  0.294
H: 3.74280 9.97452 -4.45402  0.263
C: 4.95362 -1.97240 2.44325  -0.046
Cl: 3.62662 -0.83858 2.15744  -0.094
Cl: 4.34904 -3.55928 2.92854  -0.141
H: 5.52150 -2.08298 1.53070  -0.016
H: 5.58763 -1.58098 3.23175  0.278
C: 5.11053 -0.40907 -1.67091  -0.455
Cl: 3.53650 -0.56764 -0.87853  -0.029
Cl: 6.46857 -0.83108 -0.61556  -0.191
H: 5.13134 -1.06629 -2.53338  0.310
H: 5.23511 0.61992 -1.98719  0.368
C: 7.79779 4.15423 2.13192  -0.158
Cl: 8.94395 4.39164 0.80722  -0.173
Cl: 6.55344 2.97372 1.70464  -0.080
H: 8.33700 3.79591 3.00089  0.286
H: 7.32040 5.10146 2.35458  0.130
C: 0.91130 -4.27362 -5.20847  -0.428
Cl: -0.71472 -4.59059 -5.84225  -0.099
Cl: 1.23777 -2.54100 -5.02284  -0.093
H: 0.99198 -4.75526 -4.24059  0.272
H: 1.64426 -4.68509 -5.89236  0.352
C: 5.34538 1.49466 5.85929  -0.331
Cl: 4.48976 3.03058 5.66480  -0.090
Cl: 4.30689 0.12223 6.25108  -0.136
H: 5.86818 1.27569 4.93495  0.200
H: 6.05597 1.61534 6.66895  0.338
C: 4.46712 -4.26083 -1.51998  0.472
Cl: 4.42432 -4.46540 -3.27597  -0.173
Cl: 4.73033 -5.80130 -0.68559  -0.183
H: 5.27936 -3.58750 -1.26701  0.058
H: 3.52015 -3.84400 -1.19221  -0.164
C: 5.29748 -4.21458 6.66293  0.046
Cl: 3.58783 -4.33254 6.23988  -0.158
Cl: 5.90871 -2.56209 6.82766  -0.148
H: 5.44561 -4.71996 7.60795  -0.009
H: 5.86941 -4.70576 5.88394  0.269
C: 3.59341 -6.89613 9.16810  -0.243
Cl: 3.16490 -7.69007 7.65255  -0.124
Cl: 5.34843 -6.76003 9.36625  -0.176
H: 3.16188 -5.90130 9.17457  0.232
H: 3.19817 -7.47964 9.99108  0.305
C: -2.68227 6.20881 7.28301  -0.204
Cl: -2.61583 6.32962 5.52397  -0.120
Cl: -3.76989 7.41707 7.98318  -0.176
H: -3.03971 5.22145 7.55068  0.306
H: -1.68585 6.36507 7.68054  0.191

Atoms 1-2, force components in eV/Å:
1.0 0.1 0.6
0.1 0.2 -1.2

Energy in a.u.: -22284.071170
M in g/mol: 2036.77
Charge: -1

---

2.
Formula: C33H61BiN11O3P2S2SeSiTe
Source: the OMol25 dataset
Level of theory: wB97M-V/def2-TZVPD

Last column: Mulliken charge in e.
Element x y z (Å)
Bi: -0.25814 0.81423 0.27892  1.231
N: 1.43186 -1.00572 -1.66904  0.301
N: 2.73384 -1.12753 -2.16676  -0.392
C: 3.50873 -0.04290 -2.32893  0.503
N: 4.83853 -0.35060 -2.49724  -0.574
S: 2.97789 1.53310 -2.41120  -0.363
H: 1.51936 -1.14270 -0.66032  -0.274
H: 0.91681 -1.80336 -2.02603  0.185
H: 3.18397 -2.01084 -1.95601  0.193
H: 5.19159 -1.17293 -2.03112  0.233
H: 5.43554 0.45658 -2.44922  0.248
C: 5.05537 -2.46089 3.36585  -0.997
N: 4.93630 -1.85383 2.04992  0.483
C: 4.95725 -2.82977 0.95569  -0.689
P: 4.05189 -0.49563 1.74314  -1.513
O: 3.06402 -0.62614 0.67062  1.288
O: 3.44701 -0.18850 3.22121  -0.060
P: 2.21817 0.74063 3.69371  -0.188
O: 1.27725 1.08062 2.62566  -0.485
N: 2.85233 2.10655 4.34893  0.762
C: 2.45252 3.42742 3.88129  -1.014
C: 3.76702 2.08199 5.46902  -1.170
N: 1.68366 -0.16814 4.95705  0.424
C: 0.55471 0.43817 5.67853  -1.128
C: 1.72387 -1.63361 4.88749  -0.813
N: 5.12045 0.72897 1.45292  0.300
C: 6.24836 0.92387 2.34346  -0.792
C: 4.54159 1.98304 0.95826  -0.593
H: 5.99943 -3.00941 3.42148  0.406
H: 4.23690 -3.16350 3.56006  0.284
H: 5.05394 -1.70291 4.14577  0.281
H: 5.86209 -3.43679 1.03133  0.381
H: 4.96069 -2.31304 -0.00213  -0.049
H: 4.07223 -3.46932 0.96940  0.184
H: 1.77484 3.33956 3.03283  0.152
H: 3.33037 4.00629 3.57644  0.311
H: 1.94771 3.97440 4.68465  0.273
H: 3.97944 1.05484 5.76428  0.252
H: 3.34159 2.60391 6.33400  0.328
H: 4.71316 2.57192 5.21194  0.342
H: 0.85022 0.76349 6.68047  0.239
H: -0.25728 -0.28357 5.76232  0.462
H: 0.14604 1.28845 5.12988  0.381
H: 2.74075 -1.99551 5.03973  0.078
H: 1.34521 -2.02653 3.94117  0.276
H: 1.10858 -2.02748 5.69540  0.553
H: 6.64204 -0.03690 2.67175  0.291
H: 5.97267 1.51766 3.22706  0.083
H: 7.03979 1.45840 1.81338  0.362
H: 5.27126 2.49495 0.32805  0.372
H: 4.26958 2.64173 1.79131  0.046
H: 3.66140 1.78268 0.34945  0.014
C: -2.01134 -0.17500 -0.87680  0.810
Si: -3.10277 0.40662 -2.23106  -0.985
C: -2.15811 0.47776 -3.85817  -0.848
N: -0.83405 1.06670 -3.70018  0.830
C: -0.81200 2.53841 -3.62964  -0.016
C: -0.23430 3.18265 -4.89653  -0.721
C: -0.67285 2.40560 -6.13389  -0.665
C: -0.11130 0.97175 -6.08616  -0.736
C: 0.15863 0.55336 -4.63032  -0.530
C: -4.06600 1.95762 -1.81920  0.568
C: -4.19516 2.38137 -0.49593  -0.213
C: -4.98341 3.47818 -0.16948  -0.783
C: -5.65327 4.17393 -1.16465  -0.488
C: -5.53130 3.77335 -2.49012  -0.709
C: -4.74668 2.67385 -2.80814  0.060
C: -4.42334 -0.95080 -2.45539  0.514
C: -5.79186 -0.72614 -2.28883  -0.309
C: -6.71360 -1.76638 -2.36172  -0.758
C: -6.28338 -3.06218 -2.60643  -0.484
C: -4.92680 -3.31230 -2.77944  -0.715
C: -4.01602 -2.26813 -2.70236  -0.338
H: -1.51758 -1.08942 -1.23717  0.093
H: -2.66832 -0.48370 -0.05763  -0.731
H: -2.77237 0.92515 -4.66378  0.122
H: -2.03441 -0.57518 -4.14524  0.720
H: -0.25170 2.86276 -2.75071  -0.384
H: -1.83887 2.88627 -3.48140  0.092
H: 0.85931 3.19275 -4.84197  0.277
H: -0.55105 4.22711 -4.94565  0.479
H: -0.35948 2.91105 -7.05027  0.459
H: -1.76712 2.37537 -6.15862  0.194
H: 0.82286 0.90786 -6.65328  0.484
H: -0.81060 0.27889 -6.56240  0.255
H: 1.13450 0.91824 -4.30197  -0.207
H: 0.19631 -0.53555 -4.53926  0.467
H: -3.64695 1.87555 0.29434  0.262
H: -5.04842 3.80263 0.86196  0.405
H: -6.25974 5.03617 -0.91259  0.346
H: -6.04264 4.31984 -3.27366  0.397
H: -4.66045 2.37304 -3.84883  0.319
H: -6.14577 0.27947 -2.08409  0.321
H: -7.76935 -1.56202 -2.22534  0.393
H: -6.99848 -3.87416 -2.66204  0.369
H: -4.57871 -4.32072 -2.97047  0.421
H: -2.95818 -2.48988 -2.82261  0.280
Se: 1.89743 -4.42558 -0.86621  -0.394
C: 1.35713 -3.56495 0.64846  -0.062
N: 1.00543 -3.03285 1.62303  -0.618
Te: -0.61986 3.47620 0.32950  -0.973
S: -2.00039 0.34295 2.64788  -0.388
C: -2.52588 -1.24153 2.25790  0.098
N: -1.71773 -2.29899 2.31131  0.241
C: -2.18096 -3.60448 1.84584  -1.015
C: -3.07284 -3.41925 0.62966  0.134
C: -4.25697 -2.56875 1.04600  -0.262
N: -3.80385 -1.45901 1.90390  -0.185
H: -0.71159 -2.13756 2.24464  0.058
H: -2.75631 -4.08394 2.64516  0.308
H: -1.29830 -4.20573 1.64429  0.393
H: -3.42313 -4.37746 0.24569  0.545
H: -2.50547 -2.92809 -0.16231  -0.226
H: -4.98957 -3.17052 1.58808  0.381
H: -4.75031 -2.13474 0.17382  -0.064
H: -4.36507 -0.62283 1.91467  0.302

Atoms 1-2, force components in eV/Å:
0.0 0.2 0.0
0.0 -0.1 0.1

Energy in a.u.: -6775.048475
M in g/mol: 1229.63
Charge: -1